A cluster of 2 separate species, C3H7NSSi in total. Source: the Open Molecules 2025 dataset; level of theory: wB97M-V/def2-TZVPD.

The geometry in ORCA input format:
```
! RIJCOSX wB97M-V def2-TZVPD def2/J DEFGRID3
* xyz 0 1
C 0.2624 -0.4159 0.1937
C -1.6537 0.8405 0.2108
C -2.2858 -0.5332 0.0599
N -0.2175 0.6912 0.4996
Si 3.1756 -0.1361 0.1352
S -0.9199 -1.6527 -0.3752
H -1.7143 1.3878 -0.8221
H -2.1088 1.5670 0.8085
H -2.6421 -1.0121 0.9789
H -3.1698 -0.4033 -0.6504
H 3.7309 -0.7616 1.3951
H 4.0069 1.1115 0.0689
H 2.7213 -0.5296 -1.0913
*
```

Computed properties:
DFT total energy ... -23422.3435 eV
LUMO energy (spin up / spin down) ... -1.0557 / -1.2519 eV
Strongest force on any atom ... 3.4 eV/Å
Orbital gap (spin up / spin down) ... 7.0 / 6.4 eV